57
Properties=species:S:1:pos:R:3:forces:R:3 method="wB97M-V/def2-TZVPD" charge=-1 e_tot_ev=-44346.7287 e_lumo_ev=0.23 homo_energy_ev=-2.866
Ba -2.3263 -0.5302 -2.6231 -2.36 -0.46 -0.82
P 0.8291 4.8865 0.7590 1.03 1.36 0.57
O -4.2118 -0.2276 -6.5143 1.27 0.29 0.66
O 1.0850 6.3771 0.1908 -0.96 0.33 0.77
O 0.0604 5.1551 2.1433 1.52 0.24 -1.26
O 2.3106 4.5001 1.2894 0.18 -0.38 -0.12
O -1.9720 -2.1756 2.5732 0.15 0.15 0.60
O 1.9438 -4.2335 -3.7815 0.75 0.06 -0.19
O -4.5165 -4.6662 -2.4605 0.22 -0.19 0.15
O 0.1445 4.0071 -0.1936 0.35 -0.20 0.06
O -6.3744 1.0011 -1.6727 1.07 0.14 0.54
N -2.4936 -3.7592 4.1704 0.08 0.08 0.18
N 2.9463 -6.2660 -3.8437 0.92 0.14 -0.26
C -3.7988 -4.0352 3.6421 -0.29 -2.37 -0.33
C 1.8656 6.6557 -0.9593 1.22 -2.86 -0.09
C -2.0979 -4.4662 5.4090 -0.03 1.15 -0.35
C 4.1808 -7.0577 -4.0971 -0.86 0.57 -0.47
C 1.9889 -6.8231 -2.9220 -0.68 -0.37 1.50
C 2.7713 2.2605 0.4844 0.26 -0.41 -0.31
C -1.7535 -2.7427 3.6235 -0.14 -1.47 0.57
C 3.2532 3.6874 0.4738 -1.82 -0.29 -0.46
C -2.0441 4.5950 3.1069 -0.55 -0.22 -0.88
C 2.8847 -4.9262 -4.1360 -1.18 -0.65 0.36
C 2.0284 8.0420 -1.4024 -0.60 1.77 -0.42
C -1.3126 5.5230 2.1078 -1.33 -0.89 0.93
H 1.5782 5.9577 -1.7456 -0.77 0.42 -0.46
H -3.9708 -5.1108 3.6821 0.67 -0.65 -0.38
H 1.7259 2.2191 0.1788 0.08 -0.16 0.17
H 4.3013 3.6741 0.7727 -0.30 0.99 0.72
H -2.3393 -5.5291 5.3926 -0.38 0.18 -0.24
H 3.1758 4.0892 -0.5365 0.27 -0.08 -0.06
H 3.3722 1.6995 -0.2313 -0.01 -0.09 -0.22
H -3.4654 0.2450 -6.9315 -0.45 -0.23 0.10
H -2.3868 3.8146 2.4273 -0.35 -0.44 0.59
H -4.6630 -3.8546 4.2814 0.04 1.70 -0.12
H 2.5777 8.0417 -2.3439 0.14 -0.16 0.02
H 2.8598 6.2483 -0.7758 0.47 0.25 0.45
H -1.5314 6.5707 2.3138 0.81 0.13 0.06
H 4.9375 -6.3987 -4.5229 -0.11 -0.02 -0.16
H -1.4919 4.0999 3.9057 0.51 0.48 -0.19
H -3.8194 -3.8317 2.5715 -0.53 0.74 0.37
H 3.6973 -4.5497 -4.7763 0.12 -0.12 0.13
H -4.7321 -5.6150 -2.3723 0.31 0.62 -0.02
H 4.6431 -7.5304 -3.2305 -0.42 0.21 0.39
H -1.0258 -4.4292 5.6021 0.08 0.31 -0.33
H 3.9318 -7.8443 -4.8094 0.19 -0.05 -0.06
H 1.8166 -7.8944 -3.0247 0.64 -0.07 -0.29
H -2.9183 5.0638 3.5585 -0.01 0.10 -0.15
H 1.0982 8.5623 -1.6306 -0.25 -0.19 0.07
H 2.9487 1.7667 1.4398 -0.29 0.21 0.14
H -0.9011 -2.6251 4.3104 0.55 0.70 -0.45
H 2.5666 8.7017 -0.7218 0.08 -0.30 0.25
H 2.3097 -6.6115 -1.9020 0.43 -0.36 0.28
H 0.9681 -6.4492 -2.8423 0.18 0.76 -1.20
H -2.5842 -3.9418 6.2316 -0.14 -0.46 0.36
H -1.7643 5.2748 1.1473 0.32 0.30 -0.23
H -6.3061 1.4053 -0.7859 -0.05 -0.24 -0.48